1.
Computed, not measured: an isolated molecule of C4H10N2 at a distorted geometry, with ωB97M-V/def2-TZVPD.

Its spin multiplicity is 1. The SMILES is C=C(C)CNN. The molar mass is 86.1 g/mol. The LUMO energy is 0.97 eV.

Positions of all 16 atoms, in Å:
C: 1.689 -1.222 0.124
C: 0.680 -0.435 0.397
C: 0.642 0.650 1.449
C: -0.698 -0.775 -0.242
N: -1.315 0.458 -0.433
N: -0.828 1.098 -1.608
H: 2.634 -1.063 0.570
H: 1.445 -2.021 -0.560
H: 0.376 1.520 0.691
H: 1.684 0.755 1.848
H: -0.158 0.510 2.306
H: -0.469 -1.350 -1.230
H: -1.387 -1.339 0.282
H: -2.384 0.339 -0.333
H: -1.544 1.072 -2.363
H: -0.553 2.092 -1.339

Cartesian forces, eV/Å:
-0.36 -0.15 -0.48
-2.26 -1.59 1.65
-0.20 1.12 -1.28
3.50 -0.06 -2.19
-3.78 1.11 -0.59
-0.51 1.61 0.15
0.97 -0.25 0.24
0.77 -0.18 -0.23
0.43 -0.89 2.54
-1.08 0.21 -0.10
1.57 0.34 -1.98
-0.51 0.83 1.36
-0.82 -1.56 1.83
2.25 0.76 -0.81
0.89 0.37 0.77
-0.87 -1.67 -0.87

---

2.
Computed, not measured: a cluster of 2 separate species, C4H10N2 in total at a distorted geometry, with ωB97M-V/def2-TZVPD.

Its spin multiplicity is 1. The SMILES is C=CN.C=CN. The molar mass is 86.1 g/mol. The LUMO energy is 1.12 eV.

Positions of all 16 atoms, in Å:
C: 3.206 -0.804 0.243
C: 1.999 -0.214 0.199
N: 1.042 -0.596 -0.759
H: 3.404 -1.786 -0.135
H: 3.879 -0.349 0.973
H: 1.683 0.495 0.998
H: 1.427 -0.852 -1.661
H: 0.215 -1.172 -0.746
C: -2.210 1.794 -0.233
C: -2.524 0.494 -0.065
N: -1.694 -0.482 0.472
H: -2.924 2.362 -0.849
H: -1.183 2.170 -0.095
H: -3.591 0.264 -0.027
H: -0.687 -0.456 0.350
H: -2.041 -0.868 1.335

Cartesian forces, eV/Å:
-0.74 1.36 1.59
-0.16 -1.52 0.67
0.06 0.14 -2.05
0.25 0.03 -0.78
0.19 -0.43 -0.30
0.28 -0.17 -1.05
0.55 0.31 0.31
0.02 0.01 1.22
0.19 -0.65 -1.50
0.02 1.57 1.56
-0.13 -0.69 -0.13
0.40 0.16 0.74
-0.59 -0.19 -0.15
0.25 -0.42 -0.59
-0.83 0.77 0.51
0.26 -0.28 -0.06

---

Asked for relative energy (zero: lowest compared OMol25 entry of this formula, charge and spin) across the records above, the calculation gives 3.158 2.807 eV in order.
Asked for electronic energy across the records above, the calculation gives -7287.461 -7287.812 eV in order.